[1]
# C12H33MnO13S4

A molecular structure, C12H33MnO13S4 at a distorted geometry (the ωB97M-V functional and the def2-TZVPD basis, the OMol25 dataset).

Calculated values
* frontier orbital gap (alpha / beta): 7.42 / 3.57 eV
* strongest force on any atom: 5.18 eV/A
* LUMO (alpha / beta): -8.491 / -12.339 eV
* expectation value of S²: 12.010
* spin multiplicity: 7
* total charge: +2

Element x y z (Å)
Mn  3.613  -0.449  -2.000
O  1.838  -0.501  -1.177
H  1.281  -1.099  -0.641
O  2.321  3.085  2.945
S  1.534  1.904  3.392
O  1.946  1.079  4.508
O  0.036  2.473  3.722
C  -0.530  3.313  2.707
C  -1.528  4.229  3.320
C  1.160  0.793  1.952
H  -0.951  2.705  1.906
H  0.212  3.896  2.160
H  -2.444  3.665  3.495
H  -1.840  5.097  2.739
H  -1.258  4.753  4.237
H  2.091  0.494  1.471
H  0.470  1.239  1.235
H  0.582  -0.027  2.377
O  -1.683  1.539  -0.351
S  -2.266  0.267  0.115
O  -2.646  0.067  1.540
O  -3.507  -0.163  -0.866
C  -4.340  -1.279  -0.474
C  -5.422  -1.708  -1.530
C  -1.087  -1.046  -0.315
H  -4.870  -0.997  0.436
H  -3.723  -2.141  -0.220
H  -6.289  -2.159  -1.048
H  -5.017  -2.336  -2.323
H  -5.700  -0.803  -2.071
H  -0.617  -0.778  -1.261
H  -1.499  -2.055  -0.302
H  -0.271  -1.076  0.406
O  0.122  -2.568  2.487
S  0.710  -3.815  2.008
O  0.653  -5.057  2.778
O  0.015  -4.154  0.541
C  0.496  -5.278  -0.183
C  1.077  -4.774  -1.519
C  2.410  -3.484  1.470
H  -0.320  -5.920  -0.514
H  1.236  -5.817  0.410
H  0.308  -4.176  -2.008
H  1.348  -5.624  -2.144
H  1.987  -4.195  -1.359
H  2.413  -2.769  0.647
H  2.687  -4.430  1.006
H  2.966  -3.217  2.369
O  1.876  2.400  -5.306
S  1.839  2.023  -3.906
O  2.742  1.019  -3.346
O  1.978  3.448  -2.995
C  2.170  3.343  -1.608
C  1.905  4.699  -0.872
C  0.124  1.496  -3.379
H  3.156  2.937  -1.380
H  1.421  2.670  -1.190
H  0.875  5.041  -0.974
H  2.593  5.436  -1.286
H  2.133  4.662  0.193
H  0.145  1.249  -2.318
H  -0.129  0.598  -3.944
H  -0.532  2.276  -3.766

=====

[2]
# CH2F3N2

2 unconnected molecules or ions with the total composition CH2F3N2 at a distorted geometry (the ωB97M-V functional and the def2-TZVPD basis, the OMol25 dataset).

Calculated values
* frontier orbital gap (alpha / beta): 8.32 / 10.50 eV
* energy relative to the best compared isomer or geometry (same formula, charge and spin): 2.549 eV
* strongest force on any atom: 3.31 eV/A
* LUMO (alpha / beta): -8.064 / -6.779 eV
* spin multiplicity: 1
* total charge: +1

Element x y z (Å)
C  0.271  0.571  0.034
N  1.335  -0.101  -0.009
N  -1.785  -0.464  -0.504
F  0.263  1.909  0.072
F  -2.462  0.242  0.377
F  -1.369  -1.536  0.177
H  1.564  -1.018  -0.225
H  2.181  0.398  0.078

=====

[3]
# C28H73N7O15

12 unconnected molecules or ions with the total composition C28H73N7O15 at a distorted geometry (the ωB97M-V functional and the def2-TZVPD basis, the OMol25 dataset).

Calculated values
* frontier orbital gap (alpha / beta): 1.23 / 8.64 eV
* strongest force on any atom: 3.70 eV/A
* LUMO (alpha / beta): 1.622 / 1.598 eV
* expectation value of S²: 0.750
* spin multiplicity: 2
* total charge: -1

Element x y z (Å)
C  2.194  -4.078  -1.837
C  0.942  -3.368  -1.267
C  -0.092  -4.326  -0.720
C  0.597  -5.391  0.233
C  -0.475  -5.894  1.204
C  0.099  -6.841  2.202
H  1.920  -4.483  -2.811
H  2.641  -4.931  -1.327
H  2.921  -3.294  -2.052
H  1.132  -2.682  -0.441
H  0.463  -2.686  -1.970
H  -0.637  -4.770  -1.553
H  -0.851  -3.814  -0.129
H  0.867  -6.293  -0.315
H  1.480  -5.023  0.756
H  -0.934  -5.075  1.757
H  -1.244  -6.386  0.609
H  0.635  -7.624  1.666
H  0.852  -6.278  2.753
H  -0.641  -7.191  2.922
C  -2.688  3.712  3.224
C  -2.600  2.471  2.347
O  -3.118  1.304  2.981
O  -4.035  3.958  3.606
H  -2.222  4.592  2.781
H  -2.108  3.535  4.129
H  -1.538  2.237  2.277
H  -3.058  2.672  1.379
H  -2.401  0.914  3.486
H  -4.437  3.115  3.829
C  -2.424  2.562  -3.227
C  -1.878  1.829  -4.507
O  -2.250  2.522  -5.699
O  -1.698  3.767  -3.061
H  -2.394  1.931  -2.339
H  -3.440  2.943  -3.322
H  -2.323  0.839  -4.413
H  -0.805  1.659  -4.416
H  -1.908  3.419  -5.685
H  -1.902  4.357  -3.789
C  4.450  -0.487  0.416
C  4.016  -1.816  1.070
O  5.136  -2.417  1.692
O  5.184  -0.701  -0.784
H  5.081  0.210  0.968
H  3.522  0.067  0.278
H  3.700  -2.558  0.336
H  3.216  -1.611  1.782
H  5.769  -1.844  2.130
H  6.019  -1.097  -0.525
C  2.889  3.330  -2.525
C  1.382  3.276  -2.695
O  0.799  4.564  -2.981
O  3.478  4.051  -3.606
H  3.158  2.274  -2.502
H  2.983  3.709  -1.508
H  1.022  2.963  -1.715
H  1.044  2.528  -3.412
H  -0.124  4.339  -2.841
H  4.416  3.847  -3.641
O  -4.626  0.309  -0.045
C  -5.556  0.934  -0.483
N  -6.305  0.528  -1.452
C  -5.879  2.253  0.131
H  -6.152  -0.387  -1.851
H  -7.069  1.125  -1.737
H  -5.128  2.485  0.885
H  -6.884  2.162  0.543
H  -5.756  2.982  -0.671
O  -3.510  -3.334  -1.077
C  -3.650  -2.842  -2.199
N  -4.072  -1.624  -2.360
C  -3.379  -3.608  -3.444
H  -4.430  -1.249  -3.227
H  -4.194  -1.140  -1.482
H  -3.754  -3.095  -4.330
H  -3.795  -4.615  -3.473
H  -2.315  -3.827  -3.540
O  0.631  0.477  -0.657
C  -0.144  0.006  0.171
N  0.132  0.184  1.474
C  -1.519  -0.562  -0.213
H  1.010  0.569  1.794
H  -0.550  -0.051  2.181
H  -1.382  -1.602  -0.509
H  -2.026  -0.031  -1.019
H  -2.090  -0.508  0.714
O  3.944  -1.166  -4.201
C  2.863  -0.768  -3.783
N  2.839  -0.582  -2.478
C  1.604  -0.428  -4.589
H  3.674  -0.871  -1.989
H  2.023  -0.306  -1.950
H  0.679  -0.454  -4.012
H  1.508  -1.251  -5.298
H  1.713  0.472  -5.193
O  -1.047  -0.011  4.080
C  -0.860  -1.164  4.512
N  -1.785  -1.636  5.318
C  0.476  -1.888  4.280
H  -2.667  -1.155  5.423
H  -1.617  -2.512  5.792
H  0.358  -2.691  3.553
H  0.963  -2.277  5.174
H  1.213  -1.169  3.924
O  0.231  4.951  2.914
C  1.081  4.996  2.004
N  2.246  5.583  2.157
C  0.910  4.226  0.697
H  2.935  5.629  1.420
H  2.494  6.013  3.036
H  -0.106  4.338  0.318
H  1.040  3.160  0.883
H  1.576  4.568  -0.095
O  2.673  1.197  2.540
C  3.404  1.595  3.422
N  3.461  2.861  3.667
C  4.349  0.702  4.242
H  3.955  3.162  4.495
H  2.749  3.401  3.196
H  4.599  -0.148  3.606
H  3.886  0.275  5.132
H  5.243  1.275  4.486

=====

[4]
# C14H6Cl5N3ORuS

A molecular structure, C14H6Cl5N3ORuS (the ωB97M-V functional and the def2-TZVPD basis, the OMol25 dataset).

Calculated values
* frontier orbital gap (alpha / beta): 4.43 / 4.42 eV
* energy relative to the best compared isomer or geometry (same formula, charge and spin): 0.592 eV
* strongest force on any atom: 0.63 eV/A
* LUMO (alpha / beta): -10.496 / -10.502 eV
* spin multiplicity: 1
* total charge: +2

Element x y z (Å)
Ru  0.215  -0.052  -0.284
Cl  -5.982  2.966  0.748
C  -4.638  1.943  0.711
C  -3.415  2.437  0.251
Cl  -3.204  4.041  -0.277
C  -2.346  1.563  0.250
Cl  -0.757  2.053  -0.277
C  -2.443  0.234  0.648
O  -1.375  -0.570  0.565
C  -3.665  -0.257  1.126
Cl  -3.751  -1.883  1.622
C  -4.756  0.599  1.155
Cl  -6.252  0.038  1.718
N  2.424  -0.567  3.131
C  1.281  -0.659  2.475
N  1.372  -0.043  1.290
C  2.683  0.459  1.180
C  3.297  1.158  0.148
C  4.619  1.506  0.346
C  5.293  1.175  1.535
C  4.679  0.484  2.561
C  3.354  0.128  2.348
H  2.585  -0.952  4.052
H  0.402  -1.160  2.851
H  2.788  1.430  -0.773
H  5.150  2.049  -0.423
H  6.326  1.474  1.648
H  5.205  0.238  3.473
S  0.266  -1.593  -1.771
C  1.519  -1.298  -2.867
N  2.338  -1.147  -3.664

=====

[5]
# C11H8N2O7PtS2

A molecular structure, C11H8N2O7PtS2 at a distorted geometry (the ωB97M-V functional and the def2-TZVPD basis, the OMol25 dataset).

Calculated values
* frontier orbital gap: 4.62 eV
* energy relative to the best compared isomer or geometry (same formula, charge and spin): 0.000 eV
* strongest force on any atom: 3.14 eV/A
* LUMO: 4.150 eV
* spin multiplicity: 1
* total charge: -2

Element x y z (Å)
Pt  0.140  1.156  0.000
C  4.304  3.230  0.000
C  2.832  2.909  0.000
S  2.443  1.216  0.000
C  1.865  3.862  0.000
C  2.153  5.336  0.000
S  0.176  3.446  0.000
H  4.866  2.302  0.000
H  4.585  3.804  0.884
H  4.585  3.804  -0.883
H  3.222  5.531  0.000
H  1.711  5.802  0.880
H  1.711  5.802  -0.879
O  -3.934  0.323  0.000
C  -2.723  0.110  0.000
O  -1.900  1.106  0.000
C  -2.232  -1.307  0.000
C  -3.224  -2.284  0.000
C  -2.918  -3.644  0.000
C  -1.575  -4.035  0.000
C  -0.554  -3.083  0.000
C  -0.853  -1.670  0.000
O  0.136  -0.842  0.000
N  0.765  -3.562  0.000
O  0.934  -4.806  0.000
O  1.739  -2.789  0.000
N  -3.935  -4.608  -0.001
O  -3.621  -5.823  -0.001
O  -5.133  -4.239  -0.001
H  -4.257  -1.968  0.000
H  -1.309  -5.081  0.000

=====

[6]
# C32H36As2N3O8S4SbTi

A molecular structure, C32H36As2N3O8S4SbTi at a distorted geometry (the ωB97M-V functional and the def2-TZVPD basis, the OMol25 dataset).

Calculated values
* frontier orbital gap (alpha / beta): 6.31 / 6.37 eV
* energy relative to the best compared isomer or geometry (same formula, charge and spin): 0.000 eV
* strongest force on any atom: 1.12 eV/A
* LUMO (alpha / beta): -3.054 / -2.995 eV
* expectation value of S²: 0.758
* spin multiplicity: 2
* total charge: +1

Element x y z (Å)
Ti  1.148  -1.726  0.730
C  -2.004  -0.728  2.002
C  -0.867  0.163  2.372
C  -1.078  1.260  3.211
C  -0.027  2.071  3.559
C  1.236  1.796  3.038
C  1.393  0.714  2.196
N  0.357  -0.094  1.896
Sb  3.460  0.492  1.551
C  3.419  -0.301  -0.466
C  4.407  0.260  -1.253
C  4.564  -0.186  -2.557
C  3.717  -1.167  -3.023
C  2.731  -1.698  -2.193
C  1.828  -2.765  -2.722
N  2.595  -1.265  -0.925
C  3.737  -1.496  2.313
C  4.637  -1.770  3.317
C  4.946  -3.103  3.583
C  4.370  -4.087  2.813
C  3.437  -3.749  1.830
C  2.781  -4.813  1.017
N  3.112  -2.469  1.618
H  -2.857  -0.125  1.690
H  -2.301  -1.319  2.870
H  -1.754  -1.433  1.213
H  -2.079  1.441  3.579
H  -0.176  2.917  4.218
H  2.077  2.433  3.282
H  5.040  1.047  -0.863
H  5.337  0.223  -3.194
H  3.804  -1.545  -4.031
H  2.114  -3.016  -3.741
H  0.788  -2.436  -2.721
H  1.866  -3.661  -2.105
H  5.111  -0.970  3.870
H  5.643  -3.362  4.369
H  4.611  -5.130  2.965
H  3.542  -5.439  0.547
H  2.136  -4.393  0.247
H  2.156  -5.439  1.654
S  0.551  -3.006  2.902
S  -1.216  -4.022  2.575
S  -0.802  -4.890  0.791
S  -0.324  -3.197  -0.326
C  -2.264  -3.292  -3.411
O  -1.964  -1.966  -2.929
C  -2.648  -1.555  -1.861
O  -3.424  -2.207  -1.221
C  -2.330  -0.116  -1.531
C  -3.334  0.755  -1.543
As  -3.390  2.649  -1.087
C  -4.148  2.477  0.726
C  -1.523  2.940  -0.548
C  -0.485  2.099  -0.566
As  -0.443  0.239  -1.170
C  0.137  0.542  -3.009
C  0.904  2.577  -0.292
O  1.880  2.007  -0.735
O  0.961  3.670  0.463
C  2.207  4.383  0.542
C  -1.344  4.421  -0.310
O  -0.964  5.176  -1.162
O  -1.829  4.784  0.881
C  -1.840  6.201  1.146
C  -4.675  0.312  -2.077
O  -4.828  -0.394  -3.034
O  -5.671  0.837  -1.353
C  -6.998  0.505  -1.809
H  -1.467  -3.960  -3.092
H  -2.301  -3.221  -4.494
H  -3.214  -3.630  -3.009
H  -5.125  2.953  0.733
H  -3.492  2.976  1.435
H  -4.265  1.428  0.982
H  -0.433  1.369  -3.430
H  -0.055  -0.362  -3.580
H  1.198  0.784  -3.001
H  2.032  5.375  0.132
H  2.981  3.866  -0.018
H  2.481  4.454  1.593
H  -2.579  6.351  1.927
H  -2.102  6.751  0.247
H  -0.856  6.509  1.494
H  -7.673  1.061  -1.167
H  -7.163  -0.565  -1.708
H  -7.117  0.799  -2.849

=====

[7]
# C6H10N2

A single C6H10N2 molecule at a distorted geometry (the ωB97M-V functional and the def2-TZVPD basis, the OMol25 dataset).

Calculated values
* frontier orbital gap: 9.87 eV
* energy relative to the best compared isomer or geometry (same formula, charge and spin): 3.484 eV
* strongest force on any atom: 4.68 eV/A
* LUMO: 1.052 eV
* SMILES: N[C@H]1[C@H]2C=C[C@]1(N)C2
* spin multiplicity: 1
* total charge: 0

Element x y z (Å)
N  1.153  1.693  -0.033
C  0.507  0.669  -0.771
C  1.011  -0.793  -0.630
C  0.962  -0.880  1.010
C  -0.286  -0.361  1.264
C  -0.792  0.028  -0.050
N  -1.962  0.787  -0.079
C  -0.469  -1.343  -0.809
H  2.119  1.430  -0.128
H  0.907  1.650  1.030
H  0.344  0.947  -1.762
H  1.880  -1.225  -1.083
H  1.791  -1.129  1.661
H  -0.781  -0.551  2.235
H  -2.030  1.312  0.831
H  -2.708  0.095  0.018
H  -0.817  -1.466  -1.813
H  -0.638  -2.339  -0.284

=====

[8]
# C34H23BBr2F2KN5O2

A molecular structure, C34H23BBr2F2KN5O2 at a distorted geometry (the ωB97M-V functional and the def2-TZVPD basis, the OMol25 dataset).

Calculated values
* frontier orbital gap (alpha / beta): 4.51 / 3.65 eV
* energy relative to the best compared isomer or geometry (same formula, charge and spin): 1.630 eV
* strongest force on any atom: 1.05 eV/A
* LUMO (alpha / beta): 3.890 / 3.887 eV
* spin multiplicity: 1
* total charge: -2

Element x y z (Å)
K  -0.434  -0.796  0.440
O  -1.872  -3.406  3.962
C  -1.749  -2.741  2.930
N  -0.688  -2.670  2.141
C  0.132  -3.680  1.872
O  -0.182  -4.860  1.717
C  1.573  -3.291  1.654
C  2.444  -4.282  1.197
C  3.788  -3.992  1.070
C  4.223  -2.723  1.421
C  3.281  -1.806  1.864
N  1.993  -2.074  1.974
C  -2.882  -1.819  2.550
C  -3.962  -1.737  3.431
C  -5.058  -0.975  3.082
C  -5.046  -0.323  1.856
C  -3.929  -0.468  1.049
N  -2.875  -1.192  1.381
H  2.033  -5.251  0.958
H  4.486  -4.738  0.705
H  5.267  -2.450  1.354
H  3.579  -0.808  2.154
H  -3.903  -2.282  4.360
H  -5.911  -0.889  3.745
H  -5.884  0.276  1.529
H  -3.880  0.011  0.081
Br  2.440  0.657  -0.416
C  2.780  2.558  -0.365
C  3.809  3.008  -1.190
C  4.032  4.366  -1.329
C  3.201  5.267  -0.699
C  2.160  4.828  0.144
C  1.286  5.749  0.745
C  0.233  5.314  1.541
C  0.120  3.983  1.863
C  1.062  3.022  1.413
C  1.997  3.430  0.403
H  4.412  2.287  -1.722
H  4.845  4.713  -1.954
H  3.335  6.331  -0.839
H  1.436  6.805  0.553
H  -0.465  6.037  1.949
H  -0.642  3.657  2.557
Br  2.527  -5.678  -4.401
C  1.506  -4.219  -3.700
C  0.536  -3.629  -4.497
C  -0.201  -2.581  -4.005
C  0.002  -2.078  -2.687
C  1.010  -2.720  -1.921
C  1.751  -3.762  -2.410
N  -0.629  -1.046  -2.114
C  -1.649  -0.407  -2.669
C  -2.217  0.744  -2.113
C  -3.321  1.380  -2.758
C  -3.848  2.529  -2.242
C  -3.289  3.066  -1.073
C  -2.225  2.381  -0.500
N  -1.699  1.271  -0.964
H  0.368  -3.995  -5.503
H  -0.940  -2.124  -4.648
H  1.188  -2.358  -0.918
H  2.522  -4.218  -1.802
H  -2.110  -0.756  -3.602
H  -3.726  0.937  -3.661
H  -4.683  3.024  -2.729
H  -3.665  3.983  -0.642
H  -1.763  2.770  0.403
F  2.426  1.215  2.532
B  1.236  1.802  2.292
F  0.309  1.420  3.196